[1]
The following is a DFT calculation (ωB97M-V/def2-TZVPD) of C22H53CdN4O10 as an isolated structure in a non-equilibrium geometry.

HOMO level: -0.1645 hartree
Gap between HOMO and LUMO: 6.61 eV
E_tot: -2009.2409 Eh
Total charge: -1
Max |F|: 2.3 eV Å⁻¹

Structure (XYZ):
```
90
Properties=species:S:1:pos:R:3:forces:R:3
Cd -1.7934 -1.5026 1.7100 1.5 -0.7 1.2
C 0.6823 0.4914 -0.8269 -0.2 -0.2 -0.2
C -0.2705 -0.3079 0.0423 1.5 0.5 0.8
O -1.5098 -0.0240 0.0677 -0.2 0.9 -0.8
O 0.2037 -1.1741 0.8316 -0.3 0.6 -0.9
H 0.3241 1.5089 -0.9812 -0.3 -0.1 -0.1
H 0.7626 -0.0208 -1.7890 0.0 0.1 -0.1
H 1.6798 0.5555 -0.4039 0.0 -0.5 0.2
C -1.3422 -4.8782 4.1669 -0.4 -0.4 0.1
C -1.3263 -3.7059 3.2154 0.5 0.2 0.0
O -0.2604 -3.1556 2.9063 -0.1 -0.2 0.3
O -2.4488 -3.2685 2.7884 -0.8 -0.5 0.8
H -1.4903 -4.4992 5.1807 0.1 0.1 0.0
H -0.4285 -5.4664 4.1540 0.1 0.2 -0.1
H -2.1959 -5.5269 3.9646 0.0 0.0 -0.1
C 4.2811 -0.0032 -2.5118 0.9 0.6 0.2
C 4.3543 -0.0582 -0.9744 0.7 -0.9 0.9
O 3.7555 -0.9915 -0.3966 -0.4 0.0 -0.7
O 5.1099 0.7678 -0.3956 -0.3 0.6 -0.4
H 3.4523 0.6305 -2.8291 -0.2 -0.3 -0.2
H 4.2720 -1.0034 -2.9372 -0.4 0.0 -0.1
H 5.2094 0.4671 -2.8466 -0.1 0.1 -0.1
C 2.1110 3.0342 0.8191 -0.3 0.6 -0.2
C 2.8723 2.6465 2.0932 -1.1 0.8 -0.8
C 1.9746 2.8944 3.3003 0.0 -0.4 -0.5
O 2.7622 2.6528 4.4524 -0.4 0.9 0.0
C 2.0487 2.8028 5.6429 -0.4 -0.5 0.7
N 3.2829 1.2667 1.9810 0.8 0.7 0.5
H 2.5208 2.5945 -0.0883 0.2 -0.3 0.2
H 2.1539 4.1146 0.6344 -0.1 0.0 0.2
H 1.0518 2.7609 0.8604 0.0 -0.2 0.1
H 3.6471 3.4274 2.1696 0.5 -0.4 0.2
H 1.0678 2.2730 3.2822 0.3 -0.6 0.0
H 1.5377 3.9026 3.2502 0.5 0.4 0.3
H 1.3467 1.9659 5.7615 0.0 0.0 0.1
H 1.4476 3.7127 5.7798 0.2 0.2 -0.6
H 2.7444 2.7999 6.4834 0.1 -0.2 -0.1
H 4.0089 1.2246 1.2470 -0.3 -0.5 0.0
H 3.7737 1.0545 2.8487 -0.1 -0.4 -0.1
C -2.8720 3.8077 -0.6944 -0.3 1.1 -1.2
C -2.2543 3.8601 0.6822 0.3 -1.3 0.4
C -2.4828 5.1118 1.5387 0.3 -0.6 -0.5
O -1.6809 6.1995 1.1636 -0.4 0.9 -0.1
C -0.2817 6.0589 1.2223 -0.1 -1.0 -0.6
N -2.7063 2.6409 1.4169 -0.1 0.4 -0.2
H -3.8844 4.2132 -0.8026 -0.1 -0.2 0.6
H -2.8913 2.8121 -1.1382 0.2 -0.1 0.3
H -2.3219 4.4394 -1.4034 0.3 -0.1 0.2
H -1.1751 3.7099 0.5390 0.0 0.5 0.0
H -2.2872 4.8402 2.5832 0.0 0.0 0.1
H -3.5089 5.4594 1.4331 -0.1 -0.1 0.1
H 0.0227 5.3167 1.9701 0.1 0.3 0.2
H 0.1612 7.0376 1.3879 0.0 0.0 0.2
H 0.0750 5.6608 0.2626 0.2 0.2 0.1
H -2.1735 2.5728 2.2813 -0.1 0.0 0.0
H -2.3653 1.8784 0.8310 -0.1 -0.3 0.2
C -5.8515 -1.1818 -0.0289 0.0 -0.6 -0.8
C -4.6002 -1.8544 0.4991 1.3 0.4 0.3
C -3.6623 -2.3870 -0.5954 -0.8 0.4 -0.7
O -2.4641 -2.7957 0.0207 -1.2 -1.2 -1.6
C -1.6536 -3.5991 -0.8340 1.9 0.5 1.2
N -3.8559 -0.8861 1.3818 -2.2 0.5 -0.4
H -6.3009 -1.8966 -0.7265 -0.6 0.2 0.2
H -5.6463 -0.2869 -0.6239 0.5 -0.1 0.0
H -6.5402 -0.8329 0.7390 -0.1 -0.5 0.1
H -4.7391 -2.7744 1.0720 -0.6 0.4 0.4
H -3.5188 -1.7244 -1.4616 0.5 0.6 0.5
H -4.2016 -3.2051 -1.0952 0.2 -0.5 0.4
H -0.8261 -3.9470 -0.2021 -0.3 -0.1 0.1
H -1.1037 -2.9339 -1.5073 -0.6 -0.3 -0.7
H -2.1451 -4.4866 -1.2266 -0.3 0.4 -0.4
H -4.4955 -0.6816 2.1486 0.3 -0.2 0.2
H -3.8582 -0.0104 0.8561 0.4 0.0 0.1
C 3.7910 -4.2443 -3.7111 0.5 -0.4 -1.0
C 2.6399 -3.2716 -3.8865 0.3 0.6 1.0
C 1.4031 -3.8303 -4.5703 0.5 -0.8 0.2
O 0.4481 -2.8515 -4.9242 -0.5 0.0 -0.2
C 0.8371 -2.0963 -6.0508 0.8 0.3 0.3
N 2.2650 -2.8187 -2.5277 -0.8 -0.4 -1.2
H 3.7081 -4.8128 -2.7882 -0.1 0.1 0.1
H 4.7368 -3.6989 -3.7330 0.0 0.0 0.4
H 3.8967 -4.9540 -4.5438 -0.3 0.0 0.0
H 2.9992 -2.4069 -4.4635 0.1 -0.2 -0.2
H 0.9409 -4.5389 -3.8767 -0.3 0.3 0.1
H 1.6807 -4.4472 -5.4367 0.1 0.3 -0.3
H 0.0837 -1.3705 -6.3495 -0.4 -0.3 0.3
H 1.0836 -2.7288 -6.9099 -0.1 -0.1 0.0
H 1.7267 -1.5158 -5.7853 0.1 0.1 -0.3
H 1.4664 -2.2166 -2.7154 0.2 0.3 0.7
H 3.0096 -2.2951 -2.0699 -0.3 0.2 0.3
```
Forces are in eV/Å.

***

[2]
The following is a DFT calculation (ωB97M-V/def2-TZVPD) of a 4-piece molecular cluster, C29H54BCl7N4O4P overall in a non-equilibrium geometry.

HOMO level: -0.3876 hartree
Gap between HOMO and LUMO: 7.07 eV
E_tot: -5244.1642 Eh
Total charge: +1
Max |F|: 4.9 eV Å⁻¹

Structure (XYZ):
```
100
Properties=species:S:1:pos:R:3:forces:R:3
C 2.4003 5.2274 3.1535 0.7 -0.8 0.6
O 1.1685 4.9149 2.3846 2.2 0.7 -0.6
C 1.4505 4.9614 0.9247 -0.9 -0.3 -0.1
C 1.4232 3.3955 0.3413 1.3 1.2 -0.1
C 0.9623 3.4157 -1.2068 -0.9 1.3 -0.1
C 0.7713 2.0313 -2.0020 1.0 0.1 -1.1
C 0.1480 0.7395 -1.2220 0.4 0.7 0.0
B -1.2302 1.0503 -0.3379 -2.0 -0.2 1.6
O -2.0204 -0.0528 0.3208 0.8 1.4 -2.7
N -1.8836 2.4215 -0.1696 -0.9 -1.8 -0.3
C -2.8154 2.5243 -1.3957 0.9 -1.1 -0.1
C -2.7258 2.4957 1.0890 -1.2 1.5 0.5
N -0.4505 -0.1399 -2.3491 0.9 -3.3 0.5
C 0.0045 -1.5779 -2.2133 1.3 0.0 -0.6
N -0.7801 -2.6702 -1.9491 1.9 3.7 -1.1
C -2.2640 -2.5216 -1.7171 -1.8 -2.2 1.4
C -2.5631 -3.2187 -0.2253 -0.8 -1.8 4.4
C -1.6472 -4.4955 0.3462 -2.6 1.3 2.3
C -1.9201 -5.1477 1.8302 -2.2 2.7 -1.0
C -3.1112 -4.6055 2.8272 0.4 2.3 -4.2
C -4.0429 -3.3611 2.2974 2.2 -1.3 -2.1
C -5.2728 -2.6648 3.1883 1.7 0.6 -0.4
C -3.7630 -2.7143 0.7949 2.4 -2.5 0.8
N 1.5242 -1.7186 -2.4417 -4.5 -1.0 1.0
C 2.1295 -1.2189 -1.1622 0.3 0.4 2.0
P 3.9744 -0.7898 -1.6302 1.0 -0.6 -2.3
O 3.9927 0.3325 -3.0059 -0.3 0.0 3.7
Cl 4.9731 0.2269 -0.0650 -1.2 -0.1 -0.8
C 1.3656 0.0192 -0.4045 1.4 1.3 1.1
C 1.0489 -0.3092 1.1913 0.1 -0.7 -0.1
C 2.2929 -0.9712 2.0259 -0.8 -1.2 1.3
C 1.6674 -2.2858 2.8514 1.1 0.0 -0.2
O 1.3863 -3.3689 1.8508 1.7 0.3 1.0
C 2.5763 -4.2089 1.6436 0.5 -0.9 -0.7
H 2.3302 4.8492 4.2839 -0.3 0.7 -2.6
H 3.2811 4.6115 2.6575 -1.5 1.5 1.1
H 2.6293 6.3736 3.2130 -0.4 -2.1 -0.4
H 2.4786 5.4930 0.7226 -2.0 -1.1 0.3
H 0.5573 5.5854 0.4433 2.0 -1.3 0.9
H 2.5632 3.0447 0.3725 -2.5 0.4 0.2
H 0.7591 2.7898 1.0889 1.2 1.1 -1.7
H -0.0681 4.0156 -1.2668 2.2 -1.4 0.2
H 1.7347 4.0895 -1.8170 -1.5 -1.6 1.3
H 0.1708 2.2981 -3.0006 1.0 -0.7 2.2
H 1.8457 1.6910 -2.3983 -2.3 0.5 0.8
H -2.9602 -0.0483 -0.0581 1.9 0.3 1.2
H -2.1760 2.0774 -2.2985 -1.6 1.3 1.6
H -3.6778 1.7402 -1.1924 1.1 1.8 -0.7
H -3.1949 3.6132 -1.5936 0.7 -2.2 0.4
H -3.7217 1.8449 1.0374 2.1 1.1 0.2
H -3.1069 3.6223 1.1677 0.8 -2.4 -0.1
H -2.1400 2.2842 2.0823 -1.0 0.2 -2.2
H -0.0950 0.1656 -3.2809 0.0 -0.5 0.9
H -0.2878 -3.6117 -1.9243 -1.2 1.6 0.2
H -2.8135 -3.2147 -2.4905 1.2 1.5 1.3
H -2.6806 -1.4319 -1.7943 1.5 -2.2 0.1
H -0.7585 -4.9665 -0.2802 -2.1 1.1 1.5
H -1.2382 -6.0430 2.1995 -1.6 2.2 -1.0
H -3.3135 -5.0366 3.9027 0.6 0.8 -2.5
H -5.3742 -3.1328 4.2628 0.1 0.7 -2.4
H -6.2820 -2.5948 2.5982 2.2 -0.6 1.2
H -4.9151 -1.5422 3.3610 -0.8 -2.4 -0.3
H -4.4382 -1.8152 0.4678 1.4 -1.9 0.7
H 1.6872 -2.7495 -2.5556 0.2 1.2 0.3
H 2.2404 -2.1832 -0.4656 -0.2 2.3 -1.0
H 4.1346 1.2275 -2.5778 -0.2 -0.8 -0.9
H 2.2255 0.8499 -0.3362 -2.0 -1.7 -0.2
H 0.1866 -1.1106 1.1955 1.4 1.8 0.2
H 0.7732 0.6721 1.8152 0.2 -2.1 -1.8
H 2.6994 -0.2537 2.8647 -0.6 -1.2 -1.9
H 3.1711 -1.3989 1.3930 -1.6 1.0 1.1
H 0.6997 -1.9979 3.4589 1.8 -0.8 -1.5
H 2.4612 -2.7542 3.5898 -1.5 1.2 -1.3
H 2.8631 -4.8673 2.5793 -0.7 1.5 -1.6
H 3.5333 -3.6073 1.3015 -1.9 -0.9 0.8
H 2.3520 -4.9762 0.7587 0.2 1.8 1.9
Cl -7.5726 -0.4640 3.0167 -0.2 0.3 0.0
C -8.5490 -0.2186 4.4868 -0.3 0.1 0.3
C -7.7050 0.2294 5.6697 -0.2 0.2 -0.1
Cl -6.6142 -1.0557 6.2433 0.0 0.0 0.0
H -9.0799 -1.1515 4.7008 0.2 0.2 0.0
H -9.2922 0.5484 4.2479 0.2 -0.1 0.1
H -8.3538 0.4931 6.5098 0.0 -0.1 -0.2
H -7.0973 1.1051 5.4211 -0.1 -0.3 0.0
Cl 4.9040 3.7152 -1.6766 -0.2 -0.1 0.1
C 6.4127 4.1528 -2.5173 0.5 0.1 -0.3
C 7.5383 3.1726 -2.2264 -0.1 0.0 -0.2
Cl 8.0952 3.2690 -0.5379 -0.1 0.0 0.0
H 6.6806 5.1726 -2.2241 -0.1 -0.3 0.1
H 6.1883 4.1548 -3.5884 0.0 -0.1 0.2
H 8.4014 3.4004 -2.8586 -0.2 0.1 0.1
H 7.2339 2.1403 -2.4255 0.0 0.2 0.1
Cl 1.1382 -4.0406 -7.1300 0.0 0.0 0.1
C 2.2114 -2.6207 -7.0470 0.1 0.2 0.0
C 2.0065 -1.8188 -5.7713 0.5 -0.2 -0.1
Cl 0.4241 -1.0033 -5.7356 -0.2 0.0 0.1
H 2.0363 -2.0108 -7.9388 -0.1 -0.1 0.2
H 3.2378 -2.9976 -7.0891 -0.2 0.1 0.1
H 2.7680 -1.0370 -5.6981 -0.1 -0.1 0.0
H 2.0827 -2.4521 -4.8818 -0.1 0.1 -0.3
```
Forces are in eV/Å.